C48H43CsF5GeNOS4 | the ωB97M-V functional and the def2-TZVPD basis

Net charge   -2
Frontier orbital gap   4.5 eV
Max |F|   0.033 Eh/bohr

Last column: Mulliken charge in e.
CARTESIAN COORDINATES (ANGSTROEM)
Cs: -0.67057 -0.80883 -0.41963  1.15
C: -5.85366 3.45191 -1.29173  -0.62
C: -6.04884 2.47081 -0.14139  -0.92
S: -4.67662 1.32476 0.08652  0.20
C: -4.09557 1.69113 1.74704  -0.24
C: -3.45001 3.05407 1.96123  -0.82
S: -1.84076 3.23317 1.14363  0.00
C: -2.12754 4.48708 -0.11313  -0.80
C: -3.08745 4.14657 -1.25270  0.31
S: -4.74785 4.83192 -0.95780  -0.21
H: -6.81091 3.92340 -1.53197  0.40
H: -5.52907 2.93194 -2.19486  0.30
H: -6.94848 1.87959 -0.33784  0.49
H: -6.22082 3.01872 0.78758  0.35
H: -3.39264 0.87885 1.94457  -0.29
H: -4.91115 1.53682 2.46077  0.42
H: -3.28905 3.19276 3.03315  0.49
H: -4.09769 3.86476 1.62389  0.30
H: -1.12914 4.64383 -0.52809  0.37
H: -2.41662 5.42399 0.36974  0.35
H: -3.17626 3.06635 -1.35666  -0.55
H: -2.70509 4.55212 -2.18909  0.50
F: -1.85379 -2.37425 7.57209  -0.34
C: -2.27929 -2.29404 6.29509  0.68
C: -1.84031 -1.27642 5.46732  -0.17
F: -0.99288 -0.35538 5.95118  -0.39
C: -2.29081 -1.20386 4.16000  0.17
F: -1.81350 -0.17668 3.42731  -0.28
C: -3.20375 -2.10203 3.60506  0.12
S: -3.82818 -1.92661 1.96867  -0.28
C: -3.61477 -3.10833 4.48009  0.26
F: -4.49896 -4.04364 4.07914  -0.36
C: -3.17448 -3.21699 5.78715  0.07
F: -3.62129 -4.20972 6.57955  -0.32
C: 3.65243 -1.96712 -0.32256  -1.51
Ge: 2.58223 -0.41214 0.42035  0.66
C: 3.72821 1.10758 -0.27730  -0.12
C: 3.62270 2.40009 0.24872  -0.80
C: 4.34547 3.46471 -0.26733  -0.53
C: 5.20190 3.27728 -1.34664  -0.55
C: 5.31896 2.01016 -1.89553  -0.58
C: 4.59078 0.94980 -1.36436  0.25
C: 3.22922 -0.47333 2.36146  -0.91
C: 2.25423 -0.60994 3.31484  -0.62
C: 2.54511 -0.78096 4.69576  -0.74
C: 3.83329 -0.82267 5.12689  -0.95
C: 4.89477 -0.67294 4.19720  1.08
C: 6.24970 -0.69579 4.62093  -0.90
C: 7.26719 -0.52126 3.73053  -0.35
C: 6.97265 -0.30902 2.36408  -1.15
C: 5.67653 -0.29526 1.93519  -0.12
C: 4.59003 -0.48754 2.83274  1.10
H: 4.72992 -1.91258 -0.13970  0.39
H: 3.49172 -2.05330 -1.39878  0.37
H: 3.27532 -2.88173 0.14022  0.41
H: 2.95517 2.58186 1.08582  0.40
H: 4.23497 4.45123 0.17079  0.39
H: 5.76240 4.10968 -1.75681  0.37
H: 5.97024 1.84191 -2.74602  0.33
H: 4.70408 -0.03001 -1.81487  0.22
H: 1.21072 -0.59629 3.01776  0.50
H: 1.73049 -0.87862 5.39781  0.43
H: 4.06956 -0.96189 6.17654  0.31
H: 6.45660 -0.84842 5.67515  0.34
H: 8.29685 -0.53931 4.07025  0.36
H: 7.77383 -0.14838 1.65236  0.41
H: 5.44887 -0.11499 0.89581  0.28
O: -0.64298 -3.31196 -0.61125  -0.31
N: -1.03669 -4.52434 -0.77687  0.12
C: -2.34002 -4.81709 -0.56991  -0.31
C: -2.78114 -6.11400 -0.73132  -0.87
C: -1.89130 -7.10834 -1.10399  -0.10
C: -0.56040 -6.77752 -1.30462  -0.68
C: -0.14598 -5.47365 -1.13422  -0.28
H: -2.94003 -3.97028 -0.26572  0.62
H: -3.82757 -6.31546 -0.55365  0.40
H: -2.22893 -8.12786 -1.23194  0.38
H: 0.17420 -7.51610 -1.59325  0.39
H: 0.85742 -5.10012 -1.26166  0.49
C: 2.22762 4.44591 -5.26090  -0.56
C: 2.78014 3.78266 -4.17336  -0.31
C: 2.14730 2.66560 -3.64365  -0.04
C: 0.95494 2.18651 -4.18258  0.16
C: 0.40525 2.86316 -5.26961  -0.52
C: 1.03412 3.97522 -5.80148  -0.47
C: 0.30472 0.99079 -3.57557  0.20
C: -0.84286 0.48652 -4.00120  -1.39
C: -1.74756 -0.54238 -3.73274  0.29
C: -2.96645 -0.31801 -3.01379  -0.19
C: -3.91986 -1.30038 -2.87292  -0.28
C: -3.75550 -2.58131 -3.40711  -0.78
C: -2.56012 -2.83075 -4.07803  -0.39
C: -1.58284 -1.86939 -4.23099  -0.36
H: 2.71271 5.32038 -5.67697  0.36
H: 3.70122 4.12590 -3.72009  0.38
H: 2.58051 2.16243 -2.78747  0.31
H: -0.52667 2.48750 -5.67563  0.31
H: 0.58706 4.48587 -6.64792  0.34
H: 0.89419 0.61377 -2.72041  0.02
H: -3.13309 0.65917 -2.57359  0.59
H: -4.81388 -1.06370 -2.30322  0.29
H: -4.51224 -3.34393 -3.29256  0.42
H: -2.37003 -3.82042 -4.48657  0.34
H: -0.66359 -2.11296 -4.75043  0.37